The following is a DFT calculation (ωB97M-V/def2-TZVPD) of 20 unconnected molecules or ions with the total composition C67H185N11O27 in a non-equilibrium geometry.

The geometry in XYZ format:
```
290
Properties=species:S:1:pos:R:3:forces:R:3
C -6.195117 -2.442461 -2.809455 0.19 0.51 0.49
O -5.599286 -1.187480 -3.093576 -0.26 0.00 -0.37
C -4.776185 -1.296199 -4.255720 0.62 0.11 0.45
C -4.254921 0.068853 -4.653965 -0.91 0.11 -0.57
N -5.381595 0.917142 -5.083376 0.86 -0.31 0.08
C -5.006660 2.324652 -5.054821 -1.14 0.56 0.40
C -3.944290 2.815385 -6.024031 0.02 -1.03 0.91
O -4.227534 2.497186 -7.357531 -0.33 -0.01 -0.45
C -3.095929 2.671494 -8.176912 0.60 0.44 0.33
H -6.760821 -2.309423 -1.887864 -0.03 -0.09 0.02
H -5.411021 -3.187050 -2.639406 -0.15 -0.21 -0.11
H -6.879549 -2.765317 -3.597444 0.09 -0.04 -0.15
H -5.338784 -1.766058 -5.068198 -0.06 0.24 0.03
H -3.941571 -1.960576 -4.000993 -0.11 0.12 -0.24
H -3.577909 -0.024703 -5.504199 0.17 -0.15 0.09
H -3.689203 0.526271 -3.828972 -0.04 0.03 0.04
H -6.117416 0.751603 -4.406120 -0.13 0.26 -0.06
H -4.644900 2.590382 -4.050024 0.28 0.10 -0.04
H -5.919896 2.919646 -5.155417 -0.01 -0.07 -0.27
H -3.027484 2.310856 -5.684666 0.35 0.21 -0.37
H -3.838778 3.889997 -5.846426 0.13 0.10 -0.19
H -3.330132 2.722600 -9.238308 -0.51 -0.19 0.10
H -2.365420 1.869985 -8.019050 -0.01 -0.08 0.04
H -2.608102 3.620054 -7.919482 0.12 0.01 -0.07
C -2.390393 0.500918 5.786418 -0.13 -0.37 0.22
O -1.488655 1.406198 5.198521 0.02 -0.10 0.13
C -1.923652 2.757145 5.172763 -0.09 0.25 -0.33
C -2.997216 3.046510 4.108331 0.52 -0.12 0.11
N -2.382180 3.282114 2.803472 0.08 -0.32 0.78
C -1.878516 2.082792 2.163422 0.03 0.42 -2.25
C -2.960787 1.197577 1.536951 1.20 -0.13 0.46
O -3.740866 1.986788 0.647270 -0.52 -0.69 0.73
C -4.625561 1.162199 -0.117434 -0.02 1.18 -0.52
H -2.484739 0.607936 6.874560 -0.10 0.55 -0.04
H -2.018092 -0.519923 5.680249 0.14 0.12 -0.48
H -3.368414 0.576788 5.305824 -0.10 -0.19 0.19
H -1.023140 3.311361 4.901860 -0.11 0.21 0.11
H -2.265519 3.076587 6.163393 0.01 -0.09 0.06
H -3.554209 3.951758 4.353110 -0.03 -0.09 0.26
H -3.684811 2.191068 4.118056 -0.26 0.12 -0.11
H -3.076197 3.674986 2.179621 0.02 0.03 0.00
H -1.098794 1.499405 2.646147 -0.64 0.32 0.73
H -1.303653 2.429465 1.297832 -0.12 0.13 -0.04
H -3.514431 0.708774 2.346983 -0.66 0.05 -0.23
H -2.453555 0.418879 0.959120 -0.13 -0.06 0.14
H -5.187955 1.853685 -0.747534 0.16 -0.01 -0.23
H -5.408499 0.666379 0.459123 0.41 -0.38 0.40
H -4.018283 0.502221 -0.734196 -0.42 -0.30 0.10
C 4.798303 4.155371 -0.070732 -0.24 -0.49 0.12
O 5.450765 4.586080 1.101595 0.15 0.62 -0.29
C 6.815820 4.903482 0.844240 -0.70 0.58 0.44
C 7.374993 5.598085 2.063509 0.45 0.12 0.94
N 7.453323 4.717170 3.230739 0.01 0.28 0.50
C 8.272278 5.265015 4.305651 0.30 -0.12 0.72
C 8.037031 4.436763 5.556294 -0.18 -0.38 -0.50
O 6.679199 4.626347 5.918387 0.25 0.74 0.30
C 6.184154 3.766956 6.910132 -0.51 -0.92 -0.29
H 4.851396 4.811825 -0.947717 0.38 0.39 0.28
H 3.737276 4.079798 0.163507 0.04 -0.35 -0.01
H 5.230874 3.193683 -0.373373 -0.34 -0.15 -0.11
H 6.848747 5.628773 0.024253 0.17 -0.21 -0.28
H 7.334435 3.973793 0.595939 0.35 0.13 -0.03
H 6.799381 6.485676 2.361048 -0.33 0.00 -0.57
H 8.376061 6.003970 1.887967 0.07 -0.33 -0.37
H 6.547248 4.746812 3.695393 -0.26 -0.49 -0.55
H 8.013659 6.297989 4.585048 0.00 0.13 -0.27
H 9.349503 5.234954 4.120361 -0.07 -0.03 -0.45
H 8.750200 4.712041 6.338255 -0.22 0.17 0.27
H 8.215312 3.385233 5.304264 -0.03 -0.12 0.05
H 6.912355 3.509588 7.683688 0.11 0.12 -0.06
H 5.835797 2.846281 6.418266 0.28 -0.11 0.27
H 5.287210 4.172028 7.380769 0.21 0.48 -0.09
C 1.541489 1.764557 2.406631 0.40 -0.54 -0.35
O 0.776709 1.278988 1.313092 -0.12 0.38 -0.03
C 1.567031 1.171487 0.147553 1.04 -0.19 -0.50
C 0.742642 1.096101 -1.112746 -0.63 0.03 0.33
N -0.049288 -0.124184 -1.166721 -0.38 -0.61 -0.55
C -1.156155 0.030611 -2.110820 0.07 0.13 -0.04
C -2.227196 -1.034031 -1.955173 -0.39 0.63 0.48
O -2.508464 -1.148265 -0.562088 0.44 -0.15 0.19
C -3.264259 -2.300362 -0.267218 0.34 -0.12 -0.07
H 2.242687 0.987086 2.731988 0.01 0.01 0.14
H 0.895666 2.015842 3.246577 -0.15 0.08 -0.17
H 2.137287 2.624934 2.086838 -0.09 0.21 0.15
H 2.218223 0.288355 0.221744 -0.12 -0.12 0.01
H 2.263517 2.012535 0.050828 -0.22 0.22 0.08
H 1.358616 1.196884 -2.007074 0.31 -0.26 0.15
H 0.077858 1.970401 -1.184858 0.00 0.10 0.30
H -0.460466 -0.378296 -0.273951 0.19 0.29 0.11
H -0.769560 0.003100 -3.136456 -0.08 0.05 -0.07
H -1.606759 1.025276 -1.974207 -0.16 -0.07 -0.03
H -1.966747 -1.998751 -2.399748 0.20 -0.11 0.12
H -3.150029 -0.661486 -2.412383 0.22 -0.29 -0.25
H -3.478662 -2.376313 0.798653 -0.02 0.47 0.04
H -2.628526 -3.161878 -0.490994 -0.43 -0.26 -0.37
H -4.208178 -2.283007 -0.818360 0.01 -0.28 -0.04
C 4.986882 -2.349748 -9.231973 0.65 0.11 -0.50
O 3.687877 -1.954338 -8.884208 0.08 -0.28 0.39
C 2.923040 -3.008333 -8.327051 -0.38 -0.16 -0.26
C 1.721082 -2.386169 -7.643299 -0.79 0.44 0.15
N 2.053233 -1.323752 -6.679688 -0.27 -0.75 0.05
C 2.748917 -1.862400 -5.509428 1.57 0.01 -0.18
C 2.987261 -0.776123 -4.464551 -0.93 -0.76 -0.46
O 3.884099 0.182434 -4.976121 -0.10 0.07 0.10
C 4.156863 1.162096 -4.003678 0.41 0.38 0.30
H 4.995731 -3.100020 -10.030358 -0.15 -0.11 0.04
H 5.587752 -2.732010 -8.399974 -0.32 -0.09 0.24
H 5.527367 -1.483672 -9.614562 -0.21 0.12 0.01
H 3.499036 -3.632236 -7.636666 0.26 0.29 0.20
H 2.595103 -3.707214 -9.105365 -0.09 0.09 -0.19
H 1.089653 -3.141864 -7.167141 0.36 -0.18 0.22
H 1.020753 -1.926228 -8.347440 0.38 -0.03 -0.41
H 2.728560 -0.754145 -7.183582 -0.17 0.38 0.24
H 3.724466 -2.243340 -5.847416 0.20 0.05 0.25
H 2.266766 -2.741624 -5.082532 -0.57 0.34 0.09
H 3.327517 -1.181614 -3.508763 0.21 -0.15 -0.03
H 1.974990 -0.387388 -4.290367 0.13 0.62 0.20
H 4.669216 0.740289 -3.130266 -0.24 -0.23 0.09
H 3.254981 1.684813 -3.670709 -0.07 -0.08 0.04
H 4.857785 1.904273 -4.387586 -0.15 -0.08 -0.41
C 2.420735 -2.327982 1.394980 -0.22 -0.12 0.14
O 2.326145 -3.725848 1.186908 -0.16 0.15 -0.19
C 1.419570 -4.378630 2.057594 1.83 -1.14 0.22
C 1.624608 -5.885492 1.810605 -1.57 0.40 -0.11
N 1.160991 -6.204838 0.459048 -0.15 0.21 -0.08
C 1.303438 -7.594085 0.030892 0.41 -0.25 -0.52
C 1.393368 -7.606023 -1.484441 0.44 -0.30 -0.29
O 2.630045 -6.999107 -1.823586 -0.24 0.47 -0.34
C 2.735591 -6.739164 -3.222093 -0.16 -0.61 0.68
H 3.269876 -1.946025 0.830204 -0.12 -0.10 -0.24
H 2.608728 -2.072209 2.444063 -0.16 -0.13 0.10
H 1.484755 -1.862347 1.070150 0.11 0.31 0.02
H 0.366937 -4.113566 1.959607 0.04 0.34 -0.20
H 1.790166 -4.189056 3.069133 -0.49 0.18 0.32
H 0.922768 -6.380267 2.489907 0.38 -0.26 0.28
H 2.656840 -6.195849 1.988269 0.04 0.05 0.13
H 1.754260 -5.649094 -0.153328 -0.17 -0.04 -0.17
H 0.480633 -8.261849 0.297846 -0.21 0.36 0.41
H 2.224700 -8.026320 0.437331 0.04 -0.16 -0.04
H 0.517704 -7.115615 -1.930637 0.13 0.51 0.09
H 1.390941 -8.597492 -1.956493 -0.07 -0.29 0.52
H 2.408343 -7.636819 -3.757916 0.01 0.09 -0.25
H 3.788125 -6.574830 -3.434334 -0.05 0.26 -0.08
H 2.103094 -5.892649 -3.496073 0.11 0.10 -0.17
C -5.420513 -1.374174 4.104108 0.57 0.62 -0.19
O -4.333237 -2.133674 4.607650 -1.00 -0.23 -0.05
C -4.195526 -3.384858 3.974482 0.63 -1.26 1.36
C -3.495175 -4.327244 4.963240 0.54 -0.18 -0.60
N -2.158592 -3.864391 5.290327 0.22 0.16 -0.41
C -1.429735 -4.842053 6.101206 -0.57 0.15 0.33
C -0.056976 -4.370479 6.477440 0.58 0.33 0.44
O -0.192119 -3.317253 7.409426 0.08 0.54 -0.48
C 1.055492 -2.831488 7.902050 -0.58 -0.68 0.55
H -5.162788 -0.956701 3.124026 -0.09 -0.09 -0.13
H -5.556512 -0.530501 4.779361 -0.10 -0.06 0.07
H -6.356997 -1.925598 4.009713 0.07 -0.25 0.17
H -3.606786 -3.279315 3.059361 -0.09 -0.12 -0.12
H -5.099607 -3.978291 3.788628 -0.53 0.98 -0.41
H -3.410865 -5.302249 4.467985 0.07 0.06 -0.06
H -4.066209 -4.525488 5.882205 -0.36 0.33 -0.18
H -2.279381 -3.024496 5.852579 0.22 -0.02 0.04
H -1.345195 -5.811249 5.604787 -0.16 0.15 -0.30
H -2.050444 -4.982252 6.998372 0.46 -0.40 0.26
H 0.507592 -4.008944 5.606842 -0.15 -0.10 -0.13
H 0.543612 -5.169334 6.936804 -0.21 -0.18 -0.09
H 1.864635 -2.787806 7.172085 -0.23 0.11 -0.33
H 1.345918 -3.526095 8.697477 0.34 0.21 0.13
H 0.854771 -1.850374 8.322293 0.17 0.06 0.02
C -1.540018 -4.953541 -3.465190 -0.74 0.93 0.16
C -3.063791 -5.076065 -3.150868 1.42 -0.23 0.35
C -3.914261 -5.179646 -4.388808 0.04 -0.03 -0.97
O -3.838110 -3.928255 -5.056409 0.22 -0.19 -0.01
C -4.622263 -3.871492 -6.214990 -0.31 -0.01 -0.29
N -3.249440 -6.215258 -2.253656 -0.14 -0.56 -0.04
H -0.983986 -5.060869 -2.532950 -0.07 -0.17 0.07
H -1.291544 -3.947428 -3.815927 0.08 -0.35 -0.31
H -1.204439 -5.717911 -4.167843 -0.05 0.03 -0.10
H -3.384189 -4.149427 -2.665069 0.03 -0.12 0.29
H -4.964786 -5.430136 -4.199598 0.03 0.03 0.39
H -3.533630 -5.940128 -5.088364 0.05 -0.21 0.21
H -4.499115 -2.898382 -6.689319 0.15 0.02 0.10
H -5.686901 -3.982942 -5.975876 -0.04 -0.10 0.00
H -4.354906 -4.630124 -6.959047 0.11 -0.14 0.13
H -2.788820 -7.016447 -2.689598 -0.45 -0.05 -0.25
H -2.654006 -6.125861 -1.426119 -0.42 0.49 0.03
C 6.695759 0.290991 5.911706 -1.02 -0.83 -0.56
C 5.224847 0.219185 5.455258 0.58 0.09 0.02
C 5.099469 -0.337877 4.020616 0.04 0.24 0.38
O 5.910405 0.344948 3.076774 -0.55 0.03 0.32
C 5.554243 1.704321 2.954612 0.78 0.58 -1.35
N 4.417816 -0.535281 6.408252 -0.38 -0.19 -0.08
H 7.205218 1.023480 5.290739 0.35 -0.09 0.16
H 7.073946 -0.718047 5.722021 0.52 0.16 0.03
H 6.780737 0.489370 6.977325 -0.03 0.26 -0.02
H 4.857285 1.248931 5.421982 -0.33 -0.07 0.16
H 4.033403 -0.288668 3.764133 -0.02 0.06 -0.26
H 5.383021 -1.391805 3.976108 0.16 0.00 0.12
H 6.169092 2.120833 2.151830 0.26 -0.13 0.17
H 5.785278 2.322670 3.822903 -0.25 -0.14 0.22
H 4.551612 1.886769 2.555228 -0.39 -0.33 0.57
H 4.792780 -1.472358 6.536627 0.28 0.13 0.00
H 3.497237 -0.712287 6.002753 0.29 0.02 0.15
C 0.309402 6.839737 -0.245640 0.30 0.44 0.70
C 0.760504 5.681238 0.651007 0.54 0.24 -0.57
C 0.231826 5.900119 2.081217 -0.29 -0.38 -0.72
O 0.429572 7.226182 2.529137 -0.19 -0.37 -0.23
C -0.522883 7.587798 3.494123 0.18 0.55 0.55
N 0.327776 4.404809 0.075126 -1.32 -0.09 0.36
H 0.907910 7.665998 0.145099 -0.54 0.42 -0.18
H -0.757654 7.033820 -0.115676 0.01 0.13 0.04
H 0.514689 6.805548 -1.315632 0.16 -0.68 0.04
H 1.855387 5.722461 0.625569 0.04 -0.20 0.31
H 0.654758 5.160230 2.771328 0.28 0.07 0.11
H -0.833806 5.647359 2.035458 -0.20 0.20 0.06
H -0.489243 6.910927 4.354871 -0.08 -0.03 0.02
H -1.554839 7.655022 3.130587 0.07 -0.35 -0.33
H -0.269200 8.592876 3.835265 0.12 -0.08 0.06
H 0.282461 3.651492 0.765394 0.71 0.08 0.13
H -0.700258 4.524907 -0.064502 0.61 -0.02 -0.46
C -2.100195 3.832073 -2.795118 -1.30 -1.00 -0.51
C -2.900293 4.749477 -1.896100 0.81 0.44 0.57
C -4.408583 4.735737 -2.146153 0.63 0.32 -0.54
O -4.696184 5.257245 -3.425101 -1.17 0.07 -0.43
C -4.895337 6.660654 -3.500531 1.50 0.01 0.52
N -2.558550 4.449192 -0.497561 -0.65 -0.80 0.36
H -2.561185 2.831609 -2.769674 0.23 -0.09 0.41
H -1.056460 3.738557 -2.504235 0.07 0.25 -0.18
H -2.270106 4.069254 -3.847180 0.57 0.47 0.03
H -2.491837 5.752637 -2.071448 -0.45 0.19 -0.08
H -4.895709 5.322708 -1.358606 -0.18 -0.08 0.00
H -4.801023 3.716125 -2.169707 0.08 -0.05 0.34
H -5.405634 6.956655 -4.411698 -0.11 -0.36 -0.07
H -3.884904 7.086173 -3.504473 -0.16 0.52 -0.18
H -5.394371 7.089170 -2.626794 -0.31 -0.28 0.02
H -3.281397 4.773668 0.143445 0.07 0.43 -0.19
H -2.633690 3.437989 -0.342611 0.11 0.16 -0.24
C -7.146657 -4.112815 1.499407 -0.58 -0.30 0.05
O -5.782704 -4.041620 1.111677 -0.12 -0.06 0.32
H -7.427843 -5.132216 1.781075 -0.03 -0.07 -0.30
H -7.394913 -3.539980 2.394553 0.62 0.38 -0.10
H -7.787850 -3.750785 0.691820 -0.11 -0.12 0.04
H -5.631567 -4.841984 0.597893 0.24 0.12 -0.11
C 1.368202 0.084530 5.489051 -0.92 -0.35 0.21
O 1.845661 -1.135281 4.949848 0.50 0.03 -0.41
H 0.602129 0.580154 4.884191 0.22 -0.24 -0.07
H 0.894828 -0.145837 6.451041 0.11 0.42 0.16
H 2.193971 0.780748 5.620956 0.12 -0.09 0.06
H 1.105533 -1.685719 4.642735 -0.23 0.29 0.03
C 2.453979 4.549099 -3.006581 -0.70 0.30 0.42
O 2.091972 3.584766 -2.037213 0.32 -0.25 -0.12
H 1.557970 4.953661 -3.489536 0.08 -0.14 -0.34
H 2.949658 5.423200 -2.569764 0.33 -0.16 0.05
H 3.090730 4.050025 -3.732945 0.05 0.20 -0.10
H 1.390776 3.913620 -1.438143 0.00 0.24 0.18
C -2.275374 -5.077266 1.278811 1.33 0.99 0.51
O -1.860487 -6.036149 0.337304 -0.66 -0.56 0.02
H -3.285232 -4.679556 1.200299 -0.19 -0.63 -0.54
H -2.125864 -5.400266 2.317194 -0.07 -0.19 -0.05
H -1.605406 -4.222037 1.113715 -0.28 0.28 0.46
H -0.892095 -6.091115 0.419030 0.32 0.05 -0.18
C 1.252571 -3.285889 -1.713741 0.14 1.12 0.53
O 0.916025 -2.411294 -2.779482 -0.58 -0.26 -0.32
H 2.307013 -3.119631 -1.482311 0.18 -0.71 -0.10
H 0.757739 -3.005077 -0.778604 -0.32 -0.01 -0.12
H 0.975528 -4.316407 -1.924946 0.30 -0.07 -0.23
H 0.455529 -1.640372 -2.402531 0.42 -0.09 0.29
C -1.424132 -1.958490 -5.819874 0.67 0.29 0.08
O -0.799632 -0.692899 -6.031044 -0.53 -0.08 0.03
H -1.097838 -2.646423 -6.604078 -0.14 -0.30 0.13
H -1.122905 -2.325412 -4.834088 -0.13 -0.24 -0.13
H -2.508510 -1.894920 -5.854872 0.08 0.29 -0.04
H 0.151215 -0.878977 -6.117549 0.25 0.29 -0.16
C 0.820425 2.316079 -5.216346 -0.02 0.12 -1.05
O 0.265684 3.305712 -6.098899 -0.51 0.51 0.66
H 1.022754 2.717988 -4.225611 0.04 0.40 -0.19
H 0.116331 1.489286 -5.082725 0.28 -0.21 -0.19
H 1.742696 2.054421 -5.745303 0.14 -0.82 0.82
H 0.081780 2.871112 -6.934390 -0.03 -0.09 0.01
C -1.019692 -1.144373 3.004525 -1.31 0.59 -0.43
O -0.466739 -2.147058 3.838617 -0.29 0.28 -0.59
H -2.113048 -1.258177 2.962416 -0.01 -0.12 0.14
H -0.903889 -0.120067 3.369659 0.55 -0.46 0.31
H -0.740244 -1.153229 1.945595 0.65 -0.35 0.15
H -1.222902 -2.733413 4.050145 0.58 -0.40 0.50
C 1.833383 3.795989 5.932848 0.21 -0.21 -0.55
O 2.449088 4.119943 7.157326 0.23 0.47 0.14
H 1.029493 3.076363 6.108252 -0.13 0.08 -0.36
H 1.478622 4.701627 5.437910 -0.37 0.14 0.56
H 2.532299 3.419984 5.171641 0.13 -0.43 0.32
H 2.804199 3.327766 7.568748 -0.06 -0.11 -0.13
```
Forces are in eV/Å.

E   -144139.1373 eV
2S+1   1
Charge   0
M   1577.27 g/mol
LUMO level   0.4 eV